A | Entry from OMol25: a structure of composition C23H30KN3O3S2Sb2 (ωB97M-V/def2-TZVPD).

```
64
Properties=species:S:1:pos:R:3:mulliken_charge:R:1
K -0.682 -1.857 -1.178 0.80
C -0.996 -0.422 4.093 -1.30
Sb -0.167 -0.596 2.119 0.47
C 1.260 -2.110 2.629 -1.07
C 1.199 1.058 2.369 -1.11
C 0.533 2.394 2.472 1.21
C 0.354 2.968 3.732 -0.71
C -0.230 4.213 3.894 -0.65
C -0.636 4.925 2.775 -0.79
C -0.472 4.366 1.519 -0.38
C 0.086 3.100 1.343 0.48
C 0.152 2.512 -0.029 -1.13
Sb -1.742 1.674 -0.708 0.77
C -2.542 3.528 -1.445 -1.43
C -2.892 1.690 1.098 -1.21
H -0.201 -0.408 4.839 0.37
H -1.660 -1.262 4.296 0.38
H -1.571 0.501 4.169 0.34
H 1.912 -1.747 3.423 0.39
H 1.858 -2.378 1.760 0.13
H 0.738 -3.001 2.977 0.40
H 1.881 0.995 1.521 -0.07
H 1.760 0.846 3.280 0.73
H 0.698 2.423 4.604 0.36
H -0.351 4.630 4.885 0.40
H -1.073 5.910 2.878 0.40
H -0.782 4.925 0.642 0.43
H 0.889 1.720 -0.131 -0.05
H 0.370 3.282 -0.772 0.61
H -2.593 4.258 -0.638 0.39
H -3.547 3.367 -1.834 0.38
H -1.915 3.920 -2.246 0.42
H -2.345 2.212 1.884 0.23
H -3.116 0.673 1.412 0.29
H -3.822 2.222 0.900 0.52
O 3.098 -4.805 -0.616 -0.67
S 3.110 -3.684 -1.514 1.11
O 3.183 -3.953 -2.926 -0.68
N 1.881 -2.665 -1.192 -0.68
C 2.309 -1.464 -0.792 0.31
O 1.554 -0.508 -0.520 -0.40
C 3.803 -1.368 -0.681 0.62
C 4.564 -0.291 -0.264 -0.38
C 5.945 -0.444 -0.230 -0.66
C 6.540 -1.645 -0.606 -0.45
C 5.770 -2.725 -1.026 -0.57
C 4.402 -2.553 -1.052 -0.06
H 4.087 0.637 0.024 0.46
H 6.569 0.379 0.094 0.39
H 7.617 -1.739 -0.569 0.39
H 6.224 -3.663 -1.319 0.43
C -4.765 -3.959 -3.667 -0.86
N -4.114 -2.672 -3.815 0.14
C -3.830 -2.025 -5.008 -0.19
C -3.215 -0.868 -4.702 -0.56
N -3.122 -0.826 -3.323 0.18
C -3.683 -1.931 -2.765 -0.23
S -3.804 -2.309 -1.131 -0.37
H -5.045 -4.322 -4.653 0.30
H -5.650 -3.857 -3.043 0.33
H -4.089 -4.667 -3.190 0.31
H -4.087 -2.453 -5.960 0.40
H -2.832 -0.088 -5.333 0.42
H -2.774 -0.061 -2.757 -0.04
```

Results
gap between HOMO and LUMO: 8.1 eV
HOMO: -0.298 Eh

B | Entry from OMol25: a structure of composition C23H30KN3O3S2Sb2 (ωB97M-V/def2-TZVPD).

```
64
Properties=species:S:1:pos:R:3:mulliken_charge:R:1
K -0.474 0.864 1.098 0.89
C 2.399 -0.071 -3.116 -1.41
Sb 0.452 0.345 -2.352 0.38
C -0.353 1.475 -3.977 -1.38
C -0.406 -1.573 -2.894 -1.89
C -1.855 -1.516 -3.270 0.93
C -2.168 -1.265 -4.610 -0.64
C -3.472 -1.220 -5.068 -0.70
C -4.509 -1.451 -4.178 -0.89
C -4.219 -1.707 -2.851 -0.20
C -2.909 -1.729 -2.365 1.00
C -2.697 -1.987 -0.909 -1.89
Sb -3.406 -0.454 0.466 0.61
C -5.515 -0.734 0.203 -1.33
C -3.197 1.195 -0.899 -1.10
H 2.330 -0.402 -4.153 0.45
H 2.829 -0.858 -2.498 0.39
H 3.043 0.805 -3.060 0.43
H -0.134 1.018 -4.941 0.36
H 0.085 2.472 -3.946 0.47
H -1.432 1.559 -3.860 0.36
H -0.204 -2.259 -2.073 0.66
H 0.176 -1.928 -3.745 0.61
H -1.354 -1.118 -5.309 0.39
H -3.675 -1.022 -6.112 0.40
H -5.537 -1.442 -4.517 0.43
H -5.035 -1.906 -2.165 0.48
H -1.652 -2.171 -0.670 0.36
H -3.247 -2.876 -0.591 0.57
H -5.859 -0.322 -0.744 0.38
H -6.056 -0.252 1.015 0.37
H -5.740 -1.801 0.233 0.39
H -3.806 0.999 -1.781 0.39
H -2.162 1.321 -1.220 0.03
H -3.517 2.121 -0.423 0.50
O 2.746 -1.942 0.025 -0.69
S 3.072 -0.878 0.940 0.93
O 4.047 0.079 0.467 -0.65
N 1.745 -0.142 1.468 -0.44
C 1.537 -0.308 2.787 1.10
O 0.574 0.146 3.417 -0.84
C 2.622 -1.125 3.438 -0.03
C 2.745 -1.486 4.768 -0.61
C 3.845 -2.251 5.137 -0.51
C 4.795 -2.645 4.197 -0.52
C 4.669 -2.282 2.861 -0.56
C 3.570 -1.522 2.519 0.29
H 2.000 -1.180 5.490 0.51
H 3.968 -2.552 6.169 0.40
H 5.639 -3.242 4.515 0.40
H 5.399 -2.584 2.122 0.46
C 0.539 3.511 4.212 -0.95
N 1.372 3.322 3.044 0.38
C 2.688 2.878 3.070 -0.36
C 3.100 2.757 1.797 -0.78
N 2.023 3.103 1.006 0.23
C 0.959 3.464 1.766 -0.46
S -0.564 3.946 1.200 -0.34
H 1.100 4.049 4.974 0.35
H 0.230 2.537 4.594 0.30
H -0.336 4.085 3.919 0.32
H 3.194 2.682 3.998 0.50
H 4.018 2.387 1.381 0.51
H 1.984 3.086 0.002 0.26
```

Results
gap between HOMO and LUMO: 8.3 eV
HOMO: -0.291 Eh

Which structure is most stable? A, by 10.8 kJ/mol over the runner-up.